1.
C22H31N3O6 | wB97M-V/def2-TZVPD

XYZ file:
```
62
Properties=species:S:1:pos:R:3:forces:R:3
C -2.698428 -3.185219 -1.520188 -0.4 0.1 0.0
C -4.181709 -2.941105 -1.795878 0.1 -0.2 -0.1
O -4.809773 -2.122600 -0.836649 -0.1 0.1 0.3
C -4.470170 -0.754921 -0.922549 0.0 0.2 -0.1
C -5.005256 -0.043791 0.316313 0.4 -0.3 -0.2
C -4.274741 -0.478017 1.589759 -0.4 -0.2 0.0
N -2.854383 -0.176423 1.586618 0.1 0.2 0.1
C -1.971309 -1.187528 1.547148 -0.2 -0.3 0.1
O -2.287378 -2.369893 1.574038 0.1 0.1 0.0
C -0.476557 -0.843563 1.480171 0.3 -0.3 0.0
O 0.025519 0.167268 1.942251 0.0 -0.1 0.1
N 0.171539 -1.854144 0.871869 -0.5 -0.4 -0.1
C 1.514777 -1.974885 0.524168 0.6 0.2 0.0
C 2.467849 -1.043721 0.912267 0.1 0.0 0.0
C 3.792188 -1.197199 0.527588 0.0 -0.2 -0.2
C 4.178709 -2.310633 -0.223530 0.0 0.1 0.1
C 3.216400 -3.232901 -0.617183 0.2 0.2 0.1
C 1.896653 -3.066506 -0.256586 0.0 0.1 0.1
H 1.156006 -3.785900 -0.570775 -0.1 -0.1 0.0
H 3.531667 -4.078288 -1.207058 0.0 -0.1 -0.1
O 5.486314 -2.532869 -0.582226 -0.3 -0.1 -0.2
C 6.400119 -1.746731 0.147955 0.1 0.5 0.3
C 5.912716 -0.299870 0.213781 0.4 -0.3 -0.3
H 5.788168 0.084007 -0.808450 0.0 0.0 0.1
O 4.687296 -0.229428 0.906843 -0.4 -0.1 0.2
H 6.615051 0.331769 0.759698 0.0 -0.1 -0.1
H 6.501003 -2.139224 1.169421 0.0 0.0 -0.1
H 7.357404 -1.820757 -0.370012 -0.1 0.0 0.1
H 2.196805 -0.193323 1.512327 0.0 0.1 0.0
H -0.432247 -2.631526 0.616212 0.1 0.2 0.1
C -2.434795 1.200075 1.486157 0.3 0.1 0.0
H -1.890295 1.498735 2.387153 -0.1 0.1 -0.2
H -3.320646 1.829750 1.381571 0.0 -0.1 0.0
C -1.533445 1.403443 0.255466 -0.4 0.4 0.4
O -1.513115 0.608417 -0.662794 0.1 -0.2 -0.3
N -0.827735 2.544067 0.279578 0.0 0.3 0.0
H -0.785824 3.067941 1.140294 -0.1 -0.1 0.1
C 0.210498 2.836828 -0.689501 0.0 -0.2 -0.2
C 0.147907 4.312373 -1.132081 0.1 0.0 -0.1
H -0.565515 4.845007 -0.501128 0.0 0.0 0.0
H -0.181384 4.412514 -2.164350 -0.1 0.0 0.0
C 1.557266 4.870399 -0.920188 -0.1 0.1 0.1
H 2.166107 4.693965 -1.807781 0.1 0.0 0.0
H 1.550725 5.940127 -0.716443 0.0 0.1 -0.1
C 2.100785 4.047624 0.244395 0.1 0.0 -0.2
H 3.184659 4.101591 0.327515 0.0 0.0 0.1
H 1.667613 4.396474 1.183470 0.0 0.0 0.1
C 1.611003 2.638747 -0.078716 0.0 0.0 0.1
H 1.562756 1.990846 0.793968 0.0 -0.1 0.0
H 2.269875 2.173304 -0.811154 0.1 0.0 0.0
H 0.037619 2.148291 -1.518838 0.0 0.1 0.1
H -4.732199 0.002639 2.461566 0.0 -0.1 0.0
H -4.359749 -1.562092 1.685662 -0.1 0.2 0.1
H -4.923836 1.033665 0.161764 -0.1 0.1 0.0
H -6.059556 -0.295589 0.437496 -0.1 0.1 0.0
H -4.924254 -0.317925 -1.827998 0.1 0.0 0.1
H -3.385857 -0.614665 -0.985815 -0.1 0.0 0.0
H -4.724987 -3.888999 -1.744325 0.1 0.1 -0.1
H -4.315594 -2.513828 -2.802229 0.0 -0.1 0.1
H -2.580245 -3.497681 -0.485350 0.1 -0.1 0.0
H -2.113493 -2.282595 -1.684375 0.1 0.1 0.0
H -2.328507 -3.965520 -2.180310 0.1 -0.1 -0.1
```
Positions in Å, forces in eV/Å.

Computed properties:
ΔE to the lowest compared entry with this formula, charge and spin in eV: 1.294
SMILES: CCOCCCN(CC(=O)NC1CCCC1)C(=O)C(=O)Nc1ccc2c(c1)OCCO2

---

2.
C22H32BF16IO6Si | wB97M-V/def2-TZVPD

XYZ file:
```
79
Properties=species:S:1:pos:R:3:forces:R:3
C 5.028470 -4.836317 3.809211 0.0 0.0 -0.2
C 3.927862 -4.339919 2.927379 0.1 -0.3 0.0
O 3.485860 -4.876696 1.964240 0.0 0.1 0.1
O 3.340998 -3.152320 3.407433 -0.2 0.0 0.0
C 3.855238 -2.002110 2.889943 0.4 0.3 -0.1
O 4.838546 -1.999328 2.197163 -0.2 -0.1 0.1
C 3.091798 -0.790249 3.319655 -0.1 0.1 0.4
B 1.643638 -0.648678 2.642967 0.3 -0.3 -0.1
C 0.467629 -1.430948 3.316572 -0.2 0.4 0.0
C -0.923426 -1.294449 2.684077 -0.1 0.2 0.6
O -1.775620 -2.391971 2.976041 0.2 0.0 -0.4
Si -1.884560 -3.713017 1.968032 -0.3 -0.4 0.2
C -3.431927 -4.622297 2.498614 0.2 0.1 -0.3
C -0.454337 -4.892209 2.226965 0.1 0.2 0.1
C -2.118428 -3.216604 0.176131 -0.1 0.2 -0.1
C 1.422215 0.353053 1.433639 -0.3 0.2 0.1
C 1.377297 -0.313548 0.043293 0.1 0.6 -0.5
C 2.329305 0.352004 -0.956583 -0.2 0.2 0.6
I 1.831687 -2.415471 0.134800 0.0 -0.1 0.0
H 4.613165 -5.099789 4.786383 0.1 0.1 -0.1
H 5.762911 -4.038209 3.934589 -0.1 -0.1 0.1
H 5.492287 -5.704594 3.343296 -0.1 0.1 0.1
H 2.925345 -0.884687 4.401574 0.0 0.0 -0.1
H 3.738570 0.073131 3.149948 -0.1 -0.1 -0.1
H 0.415498 -0.985659 4.326240 0.0 -0.2 0.0
H 0.732455 -2.478654 3.486343 0.0 0.0 -0.1
H -0.871459 -1.104038 1.605270 0.1 -0.2 0.0
H -1.408421 -0.416517 3.129410 0.0 0.0 -0.2
H -3.473038 -4.712462 3.586228 -0.1 -0.1 -0.1
H -4.334726 -4.128289 2.127796 0.1 0.0 0.2
H -3.403940 -5.622210 2.048093 -0.1 0.0 0.2
H 0.531436 -4.420753 2.178031 -0.1 0.0 0.0
H -0.560910 -5.328572 3.227117 0.0 -0.1 -0.1
H -0.472704 -5.690595 1.478947 0.0 0.0 0.1
H -1.980951 -4.082645 -0.479861 0.0 0.1 0.1
H -3.146816 -2.859692 0.038060 0.4 -0.2 0.1
H -1.443331 -2.429953 -0.172127 0.1 -0.2 0.1
H 2.170634 1.150632 1.415371 0.1 -0.1 0.0
H 0.452863 0.848139 1.590049 0.1 0.0 -0.1
H 0.370600 -0.260658 -0.378073 0.1 -0.2 0.2
H 3.366848 0.158527 -0.674940 0.0 0.0 -0.2
H 2.168690 1.434970 -0.876235 0.0 -0.1 -0.2
H 2.135262 0.030408 -1.979507 0.1 -0.1 0.1
C 2.439347 5.838455 -4.536564 0.2 -0.2 -0.5
C 2.558488 7.117713 -3.691093 -0.3 -0.1 0.1
C 3.388652 7.069521 -2.402790 0.1 0.1 0.0
F 2.868127 6.207869 -1.508305 -0.1 -0.2 0.0
F 3.386712 8.301576 -1.847337 0.0 0.0 0.0
F 1.335532 7.622985 -3.434676 0.1 -0.1 0.0
F 3.221778 8.011034 -4.484088 0.1 0.0 0.0
O 1.255950 5.068778 -4.427451 -0.2 0.4 0.5
C 1.104397 4.046074 -3.538440 0.0 -0.2 -0.2
C -0.047722 4.291749 -2.558476 -0.1 0.2 0.1
F 0.145483 5.421731 -1.852558 0.2 0.0 0.0
F -0.086638 3.255017 -1.681295 0.0 0.0 0.0
F 2.234869 3.740179 -2.879618 0.2 0.2 0.1
F 0.757496 2.945342 -4.244134 0.0 -0.1 -0.1
H 2.405651 6.205828 -5.560956 0.0 0.0 0.0
H 3.334356 5.221211 -4.452495 0.0 0.0 0.2
H 4.420854 6.784624 -2.623415 0.0 0.0 0.0
H -0.993124 4.356402 -3.090996 0.0 0.0 0.0
C -2.955545 -0.684353 -1.774164 0.4 -0.3 0.1
C -2.913594 0.672222 -2.498853 -0.4 -0.1 -0.1
C -2.859841 1.947167 -1.652533 0.0 0.2 0.0
F -3.961885 2.100395 -0.896468 -0.1 -0.2 0.0
F -2.787960 3.014946 -2.492804 -0.1 -0.1 0.0
F -3.913917 0.754073 -3.399642 0.0 0.0 0.1
F -1.732872 0.677474 -3.186462 0.1 0.0 0.0
O -4.201639 -1.340974 -1.645024 -0.3 0.5 -0.3
C -5.027600 -1.175683 -0.569472 0.2 -0.1 -0.1
C -6.394941 -0.613564 -0.982063 -0.1 0.0 0.0
F -6.258215 0.576532 -1.596216 0.1 0.1 0.0
F -7.141533 -0.440678 0.130313 0.0 0.0 0.0
F -4.461734 -0.448680 0.407300 0.0 0.2 0.0
F -5.271371 -2.406107 -0.061019 -0.2 -0.1 0.1
H -2.388466 -1.344964 -2.428578 0.0 0.0 0.0
H -2.418481 -0.645533 -0.825340 -0.1 0.2 0.0
H -1.978079 1.947557 -1.011228 0.0 0.0 0.0
H -6.895047 -1.312673 -1.654634 0.0 0.0 0.0
```
Positions in Å, forces in eV/Å.

Computed properties:
SMILES: CC(=O)OC(=O)CB(CCO[Si](C)(C)C)C[C@@H](C)I.FC(F)C(F)(F)COC(F)(F)C(F)F.FC(F)C(F)(F)COC(F)(F)C(F)F

---

3.
C22H32BN7Tc | wB97M-V/def2-TZVPD

XYZ file:
```
63
Properties=species:S:1:pos:R:3:forces:R:3
H 0.077441 3.009961 0.867984 -0.2 0.1 0.3
N 0.235419 1.735180 -0.812862 0.6 0.2 0.0
B 0.800925 0.865742 -3.139998 -0.2 -0.5 -0.1
N 0.625689 1.978625 -2.129106 -0.3 0.2 1.4
C 0.748432 3.289054 -2.332291 0.1 -0.7 0.3
Tc -0.267545 -0.181182 -0.140683 0.7 0.7 -3.3
H 1.020239 3.604068 -3.334226 0.0 0.3 0.3
C 0.520341 3.950773 -1.132963 -0.1 -0.3 0.8
H 0.592023 5.010908 -0.967724 0.0 0.0 0.1
C 0.234582 2.954104 -0.187703 0.3 -0.2 -1.7
H 1.320578 1.232737 -4.167710 -0.1 -0.1 0.4
C -2.218011 -2.856354 1.398086 0.0 0.1 -0.5
H -2.556498 -3.066606 2.417890 0.0 0.1 -0.3
H -1.270944 -3.374793 1.212153 -0.2 0.1 0.0
H -2.945595 -3.191500 0.654205 0.0 0.0 0.3
N -0.573151 0.293988 -3.362307 -0.7 -0.3 0.7
N 1.596600 -0.293280 -2.502057 0.4 -0.8 1.0
N -1.249867 -0.178523 -2.247266 0.2 0.0 -0.6
N 1.370428 -0.895043 -1.253206 0.4 0.3 -0.6
C -1.295643 0.161540 -4.479952 -0.1 -0.2 1.2
C 2.586238 -0.926571 -3.130125 -0.3 0.8 0.2
H -0.871781 0.493129 -5.419057 -0.2 -0.1 0.1
H 2.813532 -0.593715 -4.142224 0.3 -0.3 0.4
C -2.506042 -0.418142 -4.118655 -0.1 -0.2 0.2
C 3.120793 -1.883651 -2.291246 0.1 -0.7 0.6
C -2.437859 -0.620027 -2.731792 0.5 0.2 -0.2
C 2.338445 -1.881378 -1.139145 -0.4 1.2 -1.2
H -3.298749 -0.673323 -4.799578 -0.1 0.0 0.2
H 3.994778 -2.491156 -2.483343 -0.3 0.0 0.0
H -3.143980 -1.073260 -2.050997 -0.1 0.0 -0.2
H 2.456892 -2.472361 -0.253954 -0.1 -0.1 -0.1
H -2.098962 -1.763795 1.275973 0.0 -0.2 0.2
C -1.638712 1.879345 6.362531 0.0 -0.1 0.2
C -1.640826 1.816600 4.849001 0.1 -0.6 -0.1
C -2.268833 2.822211 4.112402 0.4 -0.3 0.2
C -2.308129 2.767028 2.715048 -0.1 -0.7 -1.1
C -2.960758 3.910313 2.001036 -0.4 0.2 -0.2
C -1.770085 1.658622 2.030854 -0.4 0.9 0.5
C -0.983770 0.707667 2.721880 0.7 -0.7 -0.5
C -1.039408 0.767714 4.158535 0.2 0.1 1.0
N -0.163125 -0.138194 1.962207 -1.1 1.3 1.7
C 0.765880 -0.984256 2.749415 0.0 -0.4 0.6
C 1.718396 -0.137053 3.610013 0.4 0.1 0.0
C 0.038892 -1.983551 3.662123 -0.4 -0.2 0.2
C 1.558169 -1.827388 1.797886 0.6 0.0 -0.3
H -1.132603 2.796653 6.705697 -0.2 -0.3 -0.1
H -2.672269 1.911150 6.746440 0.4 0.0 -0.2
H -1.132282 1.021429 6.838073 -0.2 0.3 -0.4
H -2.739236 3.636665 4.658353 0.0 0.0 -0.3
H -4.019112 3.984917 2.305893 0.4 0.0 -0.2
H -2.480753 4.865157 2.282317 -0.2 -0.4 -0.1
H -2.906194 3.795361 0.910914 -0.1 0.1 0.3
H -1.928203 1.511736 0.949250 0.1 0.5 0.3
H -0.600876 0.013934 4.819088 -0.2 0.6 -0.7
H 1.204165 0.372892 4.427463 0.3 -0.1 -0.3
H 2.447132 -0.820961 4.063713 -0.1 0.2 -0.2
H 2.266782 0.610848 3.027158 -0.1 -0.1 0.0
H -0.801248 -1.551396 4.198709 0.1 -0.4 -0.1
H -0.362027 -2.832137 3.104609 0.3 0.1 0.1
H 0.781981 -2.329092 4.389218 -0.3 -0.1 -0.1
H 0.906384 -2.449221 1.171955 0.0 0.1 0.0
H 2.209994 -1.205457 1.187755 0.0 0.1 0.0
H 2.207825 -2.517686 2.339042 -0.1 0.0 0.0
```
Positions in Å, forces in eV/Å.

Computed properties:
Spin multiplicity: 4
Expectation value of S²: 3.8134
Total charge: +2

---

no.,E_tot (eV)
1,-40073.3283
2,-95755.3885
3,-36623.2878